[1]
An isolated ion of composition C12H15N2O and charge +1 in a non-equilibrium geometry, computed with the ωB97M-V functional and the def2-TZVPD basis.

The geometry in ORCA input format:
```
! wB97M-V def2-TZVPD RIJCOSX def2/J DEFGRID3
* xyz 1 1
N -1.03393 -2.97007 0.88073
C -0.80571 -1.92901 -0.07903
C -1.66071 -0.69125 0.37664
C -1.38751 0.61673 -0.24268
C -0.42814 1.42774 0.30452
C 0.43606 1.05934 1.44177
C 1.29961 2.02346 1.93892
C 1.41693 3.37945 1.45008
C 0.57789 3.77980 0.51296
C -0.32629 2.87685 -0.15747
C -1.03809 -2.35014 -1.44763
C 0.17302 -2.40587 -2.01345
C 1.16042 -1.91902 -1.11393
N 2.39703 -1.66203 -1.52362
O 0.64271 -1.62759 0.14029
H -2.00769 -3.10836 1.22028
H -0.56785 -3.85364 0.75622
H -2.65015 -0.94689 0.15092
H -1.69851 -0.61576 1.49735
H -1.93714 0.91321 -1.04972
H 0.36244 0.06182 1.83941
H 2.03935 1.63211 2.61792
H 2.04550 4.05323 1.87358
H 0.32161 4.83447 0.35199
H -1.32223 3.28449 -0.42454
H -0.07220 2.77139 -1.27368
H -2.04091 -2.57504 -1.74889
H 0.36711 -2.89919 -2.87845
H 2.60877 -1.78569 -2.45914
H 3.12861 -1.37455 -0.94135
*
```

Computed properties:
maximum force = 5.07 eV/Å
E_tot = -650.67146 hartree
highest occupied orbital energy = -10.4 eV
Kohn-Sham gap = 5.8636 eV
SMILES = N[C@]1(C/C=C2\C=CC=CC2)C=CC(=[NH2+])O1

These are the natural (NBO) partial charges, in e, on atoms 1 to 2: N -0.831; C 0.341

=====

[2]
One molecule with the formula C12H15N2P in a non-equilibrium geometry, computed with the ωB97M-V functional and the def2-TZVPD basis.

The geometry in ORCA input format:
```
! wB97M-V def2-TZVPD RIJCOSX def2/J DEFGRID3
* xyz 0 1
C -2.76216 -2.28805 -1.07151
P -3.68911 -1.66445 0.17126
N -3.22463 -0.08717 0.40430
C -2.17769 0.66060 -0.15578
C -0.87919 0.17041 0.03635
N -0.67867 -1.11649 0.06032
C 0.68563 -1.36918 0.20423
C 1.38501 -2.57626 0.23402
C 2.75357 -2.55305 0.14874
C 3.54232 -1.36312 0.10040
C 2.80520 -0.17483 0.08081
C 1.41135 -0.17698 0.07676
C 0.41131 0.99318 0.05250
C 0.52892 1.80268 1.29409
C 0.66695 1.84286 -1.16493
H -2.35201 -1.74528 -1.90132
H -2.71226 -3.30248 -1.23633
H -3.91041 0.39412 0.90037
H -2.42145 0.69400 -1.28392
H -2.26221 1.72684 0.33742
H 0.85110 -3.46195 0.14494
H 3.20514 -3.58744 0.23183
H 4.55726 -1.42735 -0.13389
H 3.26561 0.79101 -0.03359
H -0.19842 2.55724 1.14759
H 1.52322 2.44327 1.21814
H 0.50573 1.27594 2.36556
H 1.61390 2.39394 -1.20384
H -0.19445 2.54591 -1.11583
H 0.61952 1.13768 -2.10562
*
```

Computed properties:
maximum force = 5.14 eV/Å
E_tot = -917.02128 hartree
highest occupied orbital energy = -7.5 eV
Kohn-Sham gap = 7.9819 eV
SMILES = C=PNCC1=Nc2ccccc2C1(C)C

These are the natural (NBO) partial charges, in e, on atoms 1 to 2: C -0.923; P 0.895

=====

[3]
One molecule with the formula C12H15N3O4S2 in a non-equilibrium geometry, computed with the ωB97M-V functional and the def2-TZVPD basis.

The geometry in ORCA input format:
```
! wB97M-V def2-TZVPD RIJCOSX def2/J DEFGRID3
* xyz 0 1
C -1.89651 -5.31922 -1.37505
O -2.68673 -4.33453 -1.99724
C -2.18831 -3.07608 -2.11578
C -3.02102 -2.14960 -2.74883
C -2.60990 -0.84783 -2.92364
C -1.35697 -0.43235 -2.47840
C -0.92217 0.98194 -2.65762
S -1.62225 2.07220 -1.33962
C -0.47940 1.76287 -0.09905
N 0.62443 1.08231 -0.16398
N 1.18832 1.15181 1.06196
C 0.41637 1.86767 1.80862
C 0.61886 2.21126 3.24116
N 1.87326 1.75014 3.76177
S 3.17176 2.79411 3.63515
C 3.67441 2.81240 1.89389
O 2.67591 4.09291 3.97859
O 4.22800 2.22032 4.40665
O -0.67873 2.29407 1.13169
C -0.53601 -1.35164 -1.84131
C -0.94027 -2.66313 -1.66064
H -2.48906 -6.23223 -1.40261
H -0.95783 -5.48110 -1.91439
H -1.67868 -5.06136 -0.33374
H -3.98707 -2.48166 -3.09398
H -3.26478 -0.14013 -3.41066
H 0.15760 1.09316 -2.59572
H -1.30468 1.41055 -3.58262
H -0.20950 1.79487 3.82883
H 0.61371 3.29843 3.37404
H 2.11173 0.79933 3.52948
H 3.54408 1.82193 1.47847
H 4.71469 3.10908 1.87097
H 3.06071 3.53577 1.37492
H 0.42971 -1.03583 -1.47689
H -0.27368 -3.35041 -1.16442
*
```

Computed properties:
maximum force = 1.62 eV/Å
E_tot = -1727.83459 hartree
highest occupied orbital energy = -8.6 eV
Kohn-Sham gap = 9.0985 eV
SMILES = COc1ccc(CSc2nnc(CNS(C)(=O)=O)o2)cc1

These are the natural (NBO) partial charges, in e, on atoms 1 to 2: C -0.254; O -0.509

=====

[4]
C12H15N5O4PdSe as an isolated structure, computed with the ωB97M-V functional and the def2-TZVPD basis.

The geometry in ORCA input format:
```
! wB97M-V def2-TZVPD RIJCOSX def2/J DEFGRID3
* xyz 0 3
Pd -1.36522 -1.71483 -0.28969
O 3.38828 -1.42178 3.15422
C 3.76445 -1.56914 1.89990
O 4.90293 -1.43265 1.52537
C 2.69104 -1.85844 0.89375
C 2.99192 -2.00646 -0.43734
N 1.83287 -2.21424 -1.08123
N 0.78414 -2.23680 -0.24523
C 1.29138 -2.00520 0.96105
C 0.35069 -1.89070 2.12532
O 0.84206 -1.76225 3.24860
O -0.88062 -1.90411 1.81319
H 2.39821 -1.54113 3.24141
H 3.94842 -1.98218 -0.93671
H 1.69132 -2.41119 -2.05717
C -1.51656 1.01883 0.77850
C -1.39123 2.56171 0.72664
N -0.80716 2.97996 -0.54987
C 0.51198 2.36133 -0.69418
C 0.40668 0.81089 -0.67696
N -1.01297 0.42401 -0.50805
C -1.81345 0.97589 -1.63099
C -1.67556 2.52393 -1.63576
H -2.54550 0.69923 0.90209
H -0.93299 0.58631 1.58569
H -0.75870 2.92475 1.53597
H -2.36769 3.03418 0.83108
H 1.15146 2.70986 0.11609
H 0.94970 2.70219 -1.63226
H 0.97746 0.36404 0.13445
H 0.75470 0.37794 -1.61463
H -2.84046 0.64714 -1.50310
H -1.42788 0.53733 -2.55082
H -2.65036 2.99611 -1.51927
H -1.25155 2.86642 -2.57930
Se -2.51777 -3.07968 -1.92780
C -3.62370 -1.93109 -0.99170
N -4.25031 -1.14019 -0.41124
*
```

Computed properties:
maximum force = 0.85 eV/Å
E_tot = -3570.31438 hartree
highest occupied orbital energy (spin up / spin down) = -9.0 / -9.1 eV
Kohn-Sham gap (spin up / spin down) = 8.8496 / 7.1236 eV

These are the natural (NBO) partial charges, in e, on atoms 1 to 2: Pd 1.051; O -0.665